{"formula": "C13H32I2O10", "method": "ωB97M-V/def2-TZVPD", "species": ["C", "C", "I", "C", "I", "O", "C", "O", "O", "C", "C", "C", "O", "H", "H", "H", "H", "H", "H", "H", "H", "C", "O", "H", "H", "H", "H", "C", "O", "H", "H", "H", "H", "C", "O", "H", "H", "H", "H", "C", "O", "H", "H", "H", "H", "C", "O", "H", "H", "H", "H", "C", "O", "H", "H", "H", "H"], "xyz": [[2.039, 0.257, 0.118], [0.641, 0.285, -0.420], [-0.119, -1.537, -1.174], [-0.058, 1.412, -0.415], [-2.059, 1.504, -1.119], [0.433, 2.600, 0.075], [1.272, 3.244, -0.786], [1.306, 3.027, -1.970], [1.959, 4.179, -0.124], [3.275, 4.406, -0.609], [4.185, 3.260, -0.233], [4.522, 2.233, -1.420], [5.414, 3.362, -0.761], [2.126, -0.405, 0.965], [2.702, -0.106, -0.664], [2.323, 1.259, 0.410], [3.708, 5.213, -0.025], [3.363, 4.557, -1.679], [4.051, 2.832, 0.747], [5.171, 2.304, -2.298], [3.652, 2.677, -1.985], [2.780, -3.620, 0.410], [2.235, -2.545, 1.177], [2.811, -3.304, -0.630], [3.797, -3.853, 0.745], [2.152, -4.507, 0.496], [2.207, -2.827, 2.095], [-1.120, -5.693, 0.552], [0.284, -5.763, 0.831], [-1.335, -4.733, 0.092], [-1.401, -6.494, -0.137], [-1.687, -5.779, 1.476], [0.454, -6.616, 1.238], [-4.691, 3.327, 1.860], [-5.292, 2.333, 1.037], [-3.611, 3.227, 1.786], [-4.985, 4.324, 1.521], [-4.997, 3.187, 2.901], [-6.244, 2.439, 1.112], [5.975, -1.611, -1.910], [5.278, -0.684, -1.085], [5.992, -1.213, -2.921], [7.003, -1.742, -1.561], [5.468, -2.581, -1.917], [5.267, -1.042, -0.193], [-2.780, -2.964, 2.458], [-3.292, -4.006, 1.626], [-1.694, -2.986, 2.413], [-3.134, -1.995, 2.100], [-3.099, -3.116, 3.493], [-4.250, -3.968, 1.679], [-8.007, 2.708, -1.725], [-7.861, 3.640, -0.656], [-7.848, 1.710, -1.325], [-9.012, 2.766, -2.151], [-7.268, 2.900, -2.506], [-8.001, 4.518, -1.017]], "mulliken_charge": [-0.546, -0.171, 0.118, 0.184, 0.074, -0.400, 0.781, -0.527, -0.386, -0.689, 0.287, -0.618, -0.477, 0.327, 0.243, 0.009, 0.335, 0.443, 0.473, 0.397, 0.133, -0.419, -0.360, 0.185, 0.289, 0.128, 0.219, -0.435, -0.501, 0.112, 0.302, 0.229, 0.265, -0.454, -0.436, 0.135, 0.248, 0.257, 0.245, -0.620, -0.408, 0.220, 0.302, 0.230, 0.249, -0.438, -0.490, 0.145, 0.243, 0.285, 0.270, -0.516, -0.486, 0.203, 0.282, 0.256, 0.278], "charge": 0, "homo_lumo_gap_ev": 8.9, "lumo_energy_ev": 0.44, "e_tot_ev": -50667.1037, "homo_energy_ha": -0.3108}


{"formula": "C30H39As3F6PdSb", "method": "ωB97M-V/def2-TZVPD", "species": ["Pd", "C", "As", "C", "C", "C", "C", "C", "As", "C", "C", "C", "As", "C", "C", "H", "H", "H", "H", "H", "H", "H", "H", "H", "H", "H", "H", "H", "H", "H", "H", "H", "H", "H", "H", "H", "H", "H", "H", "H", "H", "H", "F", "C", "F", "F", "F", "C", "C", "C", "C", "C", "C", "Sb", "C", "C", "C", "C", "F", "C", "C", "C", "C", "C", "C", "F", "C", "C", "H", "H", "H", "H", "H", "H", "H", "H", "H", "H", "H", "H"], "xyz": [[0.050, -0.538, 0.325], [-1.785, -3.456, -0.819], [-1.354, -1.651, -1.353], [-0.656, -1.850, -3.147], [-3.150, -0.883, -1.536], [-3.302, 0.642, -1.679], [-2.366, 1.181, -2.768], [-3.066, 1.377, -0.351], [-1.237, 1.544, 0.345], [-0.450, 3.094, -0.502], [-1.595, 2.151, 2.143], [-4.734, 0.963, -2.192], [-6.319, 0.592, -1.114], [-6.666, 1.875, 0.271], [-6.537, -1.211, -0.485], [-2.464, -3.899, -1.548], [-2.243, -3.447, 0.168], [-0.869, -4.044, -0.779], [-1.414, -2.305, -3.785], [0.210, -2.509, -3.097], [-0.350, -0.892, -3.558], [-3.694, -1.250, -0.662], [-3.566, -1.380, -2.417], [-1.320, 1.004, -2.502], [-2.496, 2.255, -2.907], [-2.553, 0.692, -3.726], [-3.618, 0.893, 0.462], [-3.426, 2.408, -0.428], [-1.122, 3.947, -0.408], [-0.235, 2.902, -1.551], [0.482, 3.308, 0.023], [-2.248, 3.024, 2.109], [-0.654, 2.425, 2.615], [-2.063, 1.352, 2.715], [-4.918, 0.438, -3.132], [-4.823, 2.031, -2.406], [-6.520, 2.878, -0.123], [-5.999, 1.687, 1.114], [-7.700, 1.755, 0.592], [-6.277, -1.907, -1.278], [-7.582, -1.344, -0.209], [-5.910, -1.365, 0.395], [-0.365, -0.760, 3.157], [-0.797, -1.405, 2.056], [-0.468, -2.693, 2.176], [-2.152, -1.331, 2.059], [6.386, -0.351, -4.468], [5.609, -0.360, -3.400], [5.910, -1.229, -2.362], [5.092, -1.237, -1.247], [4.000, -0.369, -1.189], [3.707, 0.492, -2.250], [4.522, 0.505, -3.365], [2.819, -0.344, 0.519], [3.334, -1.892, 1.798], [3.678, -1.641, 3.132], [4.031, -2.692, 3.954], [4.009, -3.980, 3.432], [4.343, -4.986, 4.216], [3.647, -4.256, 2.119], [3.297, -3.201, 1.301], [2.891, 1.508, 1.464], [2.164, 1.685, 2.647], [2.182, 2.912, 3.286], [2.907, 3.947, 2.709], [2.914, 5.123, 3.311], [3.623, 3.796, 1.528], [3.609, 2.565, 0.897], [6.775, -1.874, -2.437], [5.326, -1.902, -0.424], [2.855, 1.161, -2.212], [4.340, 1.166, -4.201], [3.707, -0.631, 3.522], [4.329, -2.537, 4.982], [3.652, -5.279, 1.768], [3.014, -3.400, 0.273], [1.607, 0.865, 3.088], [1.668, 3.079, 4.223], [4.189, 4.630, 1.135], [4.186, 2.429, -0.010]], "mulliken_charge": [0.724, -1.286, 0.818, -1.220, -1.406, 1.616, -1.758, -1.590, 0.957, -1.117, -1.180, -1.620, 0.597, -0.994, -0.966, 0.451, 0.403, 0.419, 0.440, 0.449, 0.378, 0.273, 0.661, -0.084, 0.485, 0.488, 0.429, 0.597, 0.448, 0.385, 0.281, 0.493, 0.209, 0.421, 0.589, 0.572, 0.387, 0.337, 0.416, 0.377, 0.421, 0.346, -0.218, -0.097, -0.265, -0.200, -0.275, 0.230, -0.606, -0.501, 0.124, -0.546, -0.613, 1.708, 0.297, -0.412, -0.648, 0.277, -0.277, -0.636, -0.596, 0.170, -0.543, -0.692, 0.184, -0.290, -0.698, -0.570, 0.485, 0.458, 0.505, 0.487, 0.493, 0.498, 0.486, 0.556, 0.500, 0.575, 0.505, 0.500], "charge": 3, "homo_lumo_gap_ev": [9.1, 5.3], "multiplicity": 5, "lumo_energy_ev": [-6.74, -10.92], "e_tot_ev": -240551.7598, "homo_energy_ha": [-0.5816, -0.5966]}


{"formula": "C16H67Cl2N33O17P2", "method": "ωB97M-V/def2-TZVPD", "species": ["N", "P", "O", "P", "Cl", "Cl", "H", "H", "H", "C", "O", "N", "N", "H", "H", "H", "H", "C", "O", "N", "N", "H", "H", "H", "H", "C", "O", "N", "N", "H", "H", "H", "H", "C", "O", "N", "N", "H", "H", "H", "H", "C", "O", "N", "N", "H", "H", "H", "H", "C", "O", "N", "N", "H", "H", "H", "H", "C", "O", "N", "N", "H", "H", "H", "H", "C", "O", "N", "N", "H", "H", "H", "H", "C", "O", "N", "N", "H", "H", "H", "H", "C", "O", "N", "N", "H", "H", "H", "H", "C", "O", "N", "N", "H", "H", "H", "H", "C", "O", "N", "N", "H", "H", "H", "H", "C", "O", "N", "N", "H", "H", "H", "H", "C", "O", "N", "N", "H", "H", "H", "H", "C", "O", "N", "N", "H", "H", "H", "H", "C", "O", "N", "N", "H", "H", "H", "H"], "xyz": [[2.994, -5.294, -2.737], [3.040, -4.156, -3.978], [3.748, -2.901, -3.210], [0.998, -3.321, -4.149], [0.595, -2.709, -2.212], [0.169, -5.174, -4.165], [2.167, -5.286, -2.150], [3.119, -6.214, -3.134], [4.684, -3.148, -3.125], [5.791, -0.973, -0.479], [6.626, -1.135, -1.348], [6.025, -0.177, 0.627], [4.556, -1.557, -0.531], [5.363, -0.044, 1.373], [6.919, 0.274, 0.684], [4.377, -2.114, -1.350], [3.843, -1.444, 0.164], [4.179, -0.828, -5.948], [3.546, -1.831, -6.275], [4.669, 0.045, -6.880], [4.443, -0.518, -4.656], [5.185, 0.868, -6.633], [4.483, -0.152, -7.846], [4.121, -1.161, -3.956], [4.980, 0.292, -4.382], [6.680, -1.588, 4.183], [5.806, -0.737, 4.071], [7.029, -2.106, 5.396], [7.363, -2.053, 3.094], [7.747, -2.792, 5.528], [6.515, -1.781, 6.197], [7.094, -1.663, 2.210], [8.088, -2.743, 3.128], [-2.397, -7.321, -1.574], [-1.292, -7.783, -1.803], [-2.835, -6.145, -2.111], [-3.297, -7.950, -0.748], [-3.741, -5.749, -1.918], [-2.195, -5.657, -2.707], [-3.011, -8.815, -0.331], [-4.202, -7.574, -0.539], [5.750, 0.408, 8.645], [5.404, -0.759, 8.623], [6.179, 1.051, 7.516], [5.744, 1.155, 9.797], [6.485, 2.004, 7.485], [6.165, 0.518, 6.664], [5.436, 0.700, 10.634], [6.026, 2.115, 9.835], [-4.507, -3.234, -0.114], [-5.177, -4.158, -0.572], [-3.646, -2.505, -0.894], [-4.543, -2.836, 1.173], [-3.083, -1.768, -0.503], [-3.564, -2.744, -1.863], [-5.154, -3.326, 1.796], [-3.977, -2.058, 1.484], [3.429, 3.086, -0.781], [2.748, 4.017, -1.185], [4.023, 3.100, 0.449], [3.662, 1.961, -1.532], [4.585, 2.348, 0.799], [3.872, 3.916, 1.019], [3.253, 1.910, -2.448], [4.228, 1.193, -1.215], [3.387, 6.087, 2.664], [4.318, 5.338, 2.404], [2.930, 6.995, 1.744], [2.715, 6.045, 3.850], [2.165, 7.622, 1.918], [3.386, 7.014, 0.851], [3.016, 5.363, 4.520], [1.917, 6.617, 4.069], [6.569, 3.544, -3.946], [6.115, 2.512, -4.414], [7.534, 4.265, -4.601], [6.151, 4.060, -2.756], [7.923, 5.116, -4.244], [7.860, 3.908, -5.478], [5.445, 3.553, -2.244], [6.500, 4.919, -2.377], [1.907, -2.344, -10.004], [1.463, -1.217, -10.140], [2.481, -2.779, -8.846], [1.863, -3.263, -11.031], [2.858, -3.699, -8.730], [2.535, -2.142, -8.065], [1.447, -2.967, -11.893], [2.218, -4.196, -10.952], [-7.885, -0.814, -0.541], [-7.518, -0.818, 0.625], [-7.187, -1.409, -1.548], [-9.050, -0.194, -0.922], [-7.496, -1.403, -2.503], [-6.330, -1.878, -1.312], [-9.591, 0.243, -0.201], [-9.383, -0.166, -1.869], [-1.594, -0.211, 1.954], [-2.226, -1.200, 1.579], [-0.780, 0.472, 1.090], [-1.655, 0.246, 3.224], [-0.243, 1.273, 1.361], [-0.710, 0.136, 0.149], [-2.236, -0.237, 3.890], [-1.140, 1.044, 3.543], [-11.451, -1.471, -3.696], [-10.439, -1.473, -4.371], [-11.619, -2.315, -2.630], [-12.496, -0.613, -3.938], [-12.434, -2.324, -2.048], [-10.870, -2.951, -2.430], [-12.403, 0.014, -4.715], [-13.333, -0.591, -3.388], [-0.998, 5.956, 2.990], [-0.582, 6.040, 4.134], [-0.152, 5.765, 1.930], [-2.329, 6.063, 2.685], [-0.443, 5.713, 0.973], [0.822, 5.676, 2.152], [-2.964, 6.210, 3.446], [-2.690, 6.000, 1.752], [-9.020, 3.573, 2.176], [-9.682, 4.478, 2.645], [-7.905, 3.795, 1.405], [-9.328, 2.251, 2.373], [-7.352, 3.057, 1.013], [-7.650, 4.748, 1.235], [-10.132, 2.042, 2.932], [-8.780, 1.496, 1.996], [-2.651, -0.236, 7.025], [-2.182, -0.344, 5.902], [-1.957, 0.356, 8.042], [-3.896, -0.703, 7.339], [-2.316, 0.453, 8.973], [-1.038, 0.698, 7.835], [-4.421, -1.145, 6.608], [-4.299, -0.629, 8.253]], "mulliken_charge": [-0.483, -0.023, -0.395, 0.298, -0.245, -0.221, 0.254, 0.299, 0.281, 0.662, -0.682, -0.401, -0.158, 0.134, 0.195, 0.155, 0.172, 0.586, -0.635, -0.360, -0.137, 0.158, 0.206, 0.119, 0.130, 0.668, -0.655, -0.369, -0.317, 0.156, 0.196, 0.200, 0.150, 0.627, -0.657, -0.235, -0.385, 0.136, 0.125, 0.210, 0.180, 0.648, -0.631, -0.332, -0.396, 0.159, 0.152, 0.224, 0.161, 0.421, -0.705, -0.192, -0.241, 0.157, 0.174, 0.183, 0.250, 0.510, -0.677, -0.094, -0.148, 0.042, 0.130, 0.126, 0.097, 0.501, -0.743, -0.328, -0.300, 0.235, 0.201, 0.181, 0.191, 0.557, -0.608, -0.411, -0.261, 0.150, 0.233, 0.232, 0.152, 0.652, -0.649, -0.233, -0.383, 0.153, 0.150, 0.218, 0.157, 0.615, -0.669, -0.285, -0.328, 0.158, 0.222, 0.195, 0.123, 0.692, -0.733, -0.318, -0.300, 0.134, 0.166, 0.206, 0.131, 0.675, -0.628, -0.376, -0.418, 0.165, 0.220, 0.216, 0.159, 0.674, -0.642, -0.258, -0.393, 0.163, 0.109, 0.224, 0.162, 0.596, -0.642, -0.347, -0.355, 0.177, 0.200, 0.183, 0.179, 0.645, -0.676, -0.406, -0.383, 0.165, 0.212, 0.214, 0.169], "charge": 0, "homo_lumo_gap_ev": 8.6, "lumo_energy_ev": 0.02, "e_tot_ev": -145303.0494, "homo_energy_ha": -0.3161}


{"formula": "C38H44ClF3InN6O4S2", "method": "ωB97M-V/def2-TZVPD", "species": ["In", "Cl", "C", "C", "C", "C", "O", "C", "C", "O", "C", "H", "H", "H", "H", "F", "C", "F", "F", "C", "O", "O", "N", "C", "C", "C", "C", "C", "C", "C", "H", "H", "H", "H", "H", "C", "C", "C", "C", "N", "C", "S", "N", "H", "H", "H", "H", "H", "C", "N", "C", "C", "S", "N", "C", "C", "H", "H", "H", "H", "H", "H", "H", "H", "H", "H", "H", "H", "C", "C", "C", "C", "C", "C", "C", "C", "N", "C", "C", "C", "C", "H", "H", "H", "H", "H", "H", "H", "H", "H", "H", "H", "H", "H", "H", "H", "H", "H", "H"], "xyz": [[0.197, 0.453, -0.994], [1.154, 4.477, -7.661], [0.923, 3.754, -6.083], [-0.359, 3.386, -5.671], [-0.542, 2.814, -4.439], [0.536, 2.562, -3.544], [0.234, 1.990, -2.424], [1.821, 2.980, -3.976], [3.030, 2.954, -3.149], [3.134, 2.572, -2.010], [1.986, 3.561, -5.243], [-1.202, 3.551, -6.331], [-1.526, 2.510, -4.105], [3.925, 3.354, -3.679], [2.979, 3.873, -5.546], [4.386, 0.089, 0.822], [3.953, 1.289, 1.239], [4.571, 2.226, 0.505], [4.383, 1.441, 2.507], [2.401, 1.429, 1.147], [1.842, 1.981, 2.073], [1.950, 0.872, 0.098], [-0.182, 0.074, 1.631], [0.160, -0.602, 2.491], [0.653, -1.418, 3.566], [0.881, -2.773, 3.337], [1.363, -3.554, 4.375], [1.616, -2.988, 5.618], [1.393, -1.634, 5.832], [0.912, -0.839, 4.805], [0.676, -3.197, 2.362], [1.543, -4.608, 4.208], [1.994, -3.604, 6.424], [1.601, -1.194, 6.799], [0.746, 0.221, 4.945], [-6.451, -1.598, -0.068], [-5.180, -1.691, -0.861], [-4.847, -2.830, -1.579], [-3.624, -2.812, -2.229], [-2.816, -1.764, -2.213], [-3.216, -0.707, -1.488], [-2.224, 0.749, -1.553], [-4.361, -0.641, -0.800], [-7.188, -2.326, -0.405], [-6.863, -0.593, -0.143], [-6.239, -1.788, 0.987], [-5.503, -3.689, -1.623], [-3.278, -3.676, -2.791], [-2.115, 2.982, 2.348], [-1.048, 3.938, 2.605], [-1.529, 5.123, 3.301], [-0.140, 4.156, 1.573], [-0.396, 3.615, 0.022], [0.976, 4.829, 1.934], [1.509, 4.782, 3.285], [1.940, 5.221, 0.921], [-2.599, 2.762, 3.303], [-1.703, 2.069, 1.930], [-2.859, 3.372, 1.645], [-2.370, 5.575, 2.758], [-0.743, 5.868, 3.391], [-1.870, 4.856, 4.303], [0.877, 4.159, 3.909], [1.584, 5.785, 3.720], [2.504, 4.335, 3.252], [1.427, 5.619, 0.050], [2.542, 4.368, 0.596], [2.590, 5.984, 1.352], [0.339, -6.356, 0.201], [-0.140, -4.925, 0.212], [-1.212, -4.552, 1.009], [-1.630, -3.223, 0.981], [-2.759, -2.755, 1.863], [-0.987, -2.320, 0.159], [0.131, -2.630, -0.650], [0.516, -3.992, -0.583], [0.769, -1.607, -1.328], [1.564, -1.746, -2.589], [2.027, -3.133, -3.054], [2.833, -0.906, -2.445], [0.698, -1.200, -3.736], [-0.169, -6.946, 0.965], [1.414, -6.419, 0.385], [0.149, -6.828, -0.766], [-1.711, -5.276, 1.645], [-3.239, -3.597, 2.365], [-3.512, -2.213, 1.291], [-2.398, -2.068, 2.635], [-1.391, -1.319, 0.129], [1.363, -4.363, -1.126], [2.728, -3.594, -2.360], [2.569, -2.978, -3.989], [1.200, -3.813, -3.258], [3.502, -1.365, -1.714], [2.639, 0.110, -2.107], [3.352, -0.839, -3.406], [-0.269, -1.705, -3.748], [1.191, -1.342, -4.702], [0.512, -0.129, -3.641]], "mulliken_charge": [1.002, -0.273, 0.119, -0.734, -0.313, -0.652, 0.675, 1.463, -0.506, -0.359, -1.111, 0.410, 0.446, 0.169, 0.368, -0.227, 0.571, -0.262, -0.275, 0.128, -0.575, -0.351, 0.414, -0.194, -0.248, 0.100, -0.740, -0.407, -0.602, -0.361, 0.370, 0.456, 0.376, 0.393, 0.519, -1.201, 0.854, -0.851, -0.236, -0.059, 0.325, -0.391, -0.426, 0.358, 0.318, 0.250, 0.368, 0.418, -0.891, 0.227, -1.173, 0.110, -0.167, 0.199, -1.291, -1.019, 0.299, -0.009, 0.341, 0.325, 0.430, 0.323, 0.391, 0.344, 0.427, 0.378, 0.292, 0.330, -1.895, 0.752, -1.001, 0.836, -1.354, 0.152, 1.231, -0.626, 0.282, 1.993, -2.488, -1.132, -1.148, 0.395, 0.373, 0.336, 0.248, 0.452, -0.035, 0.106, -0.782, 0.398, 0.432, 0.557, 0.465, 0.360, -0.359, 0.432, 0.137, 0.475, 0.028], "charge": -1, "homo_lumo_gap_ev": 6.9, "lumo_energy_ev": 2.37, "e_tot_ev": -104774.1036, "homo_energy_ha": -0.1661}